Below is an isolated ion of composition C5H8N and charge +1 in a non-equilibrium geometry, with properties calculated with ωB97M-V/def2-TZVPD.

Cartesian coordinates (Å):
1 C 0.18 -0.39 -2.01
2 C 0.05 -0.56 -0.70
3 C -0.11 -1.69 0.29
4 C -0.06 -0.62 1.41
5 C 0.01 0.37 0.45
6 N -0.12 1.88 0.63
7 H 0.18 -1.23 -2.74
8 H 0.19 0.56 -2.50
9 H 0.79 -2.25 0.31
10 H -1.04 -2.18 0.27
11 H 0.21 -0.61 2.43
12 H 0.57 2.06 1.37
13 H -1.03 2.18 1.02
14 H 0.19 2.50 -0.23

Output
* orbital gap: 9.408 eV
* SMILES: C=C1CC=C1[NH3+]
* LUMO: -4.0 eV
* total charge: +1

=====

Below is an isolated ion of composition C5H8N and charge +1 in a non-equilibrium geometry, with properties calculated with ωB97M-V/def2-TZVPD.

Cartesian coordinates (Å):
1 C -1.02 -1.10 1.21
2 C 0.24 -0.34 -1.49
3 C -0.54 0.99 -1.26
4 C 1.03 0.35 0.89
5 C 0.41 0.43 -0.37
6 N -0.09 -0.35 1.52
7 H -1.43 -1.41 0.31
8 H -1.62 -1.35 2.04
9 H -0.59 -1.23 -1.41
10 H 1.07 -0.61 -2.23
11 H -0.19 1.90 -1.64
12 H -1.60 0.90 -1.09
13 H 1.75 -0.43 0.89
14 H 1.46 1.25 1.42

Output
* orbital gap: 9.049 eV
* LUMO: -6.0 eV
* total charge: +1

=====

Below is an isolated ion of composition C5H8N and charge +1 in a non-equilibrium geometry, with properties calculated with ωB97M-V/def2-TZVPD.

Cartesian coordinates (Å):
1 C -0.22 -1.71 -1.53
2 C -0.29 -0.61 -0.92
3 C 0.08 0.40 -0.07
4 C 0.60 1.64 -0.70
5 N -0.01 0.34 1.31
6 C -0.52 -0.68 1.89
7 H 0.61 -2.30 -1.44
8 H -0.97 -2.11 -2.33
9 H 0.42 1.53 -1.69
10 H 1.68 1.89 -0.30
11 H -0.04 2.59 -0.32
12 H 0.35 1.19 1.84
13 H -0.52 -0.73 2.90
14 H -1.16 -1.42 1.36

Output
* orbital gap (spin up / spin down): 7.974 / 7.973 eV
* SMILES: C=C=C(C)[NH+]=C
* LUMO (spin up / spin down): -5.8 / -5.8 eV
* total charge: +1

=====

Below is a 2-piece molecular cluster, C5H8N overall in a non-equilibrium geometry, with properties calculated with ωB97M-V/def2-TZVPD.

Cartesian coordinates (Å):
1 C -3.18 -0.08 -0.93
2 C -3.32 -1.14 -1.47
3 C 0.86 -0.49 -0.66
4 C 1.44 -0.17 0.69
5 C 2.01 1.14 1.05
6 N 0.08 -0.40 0.29
7 H -3.06 0.84 -0.46
8 H 0.84 -0.88 -1.70
9 H -3.33 -2.09 -1.89
10 H 2.06 -0.97 1.14
11 H 1.52 1.93 0.51
12 H 3.04 1.17 0.74
13 H 1.94 1.24 2.22
14 H -0.88 -0.12 0.47

Output
* orbital gap: 8.785 eV
* LUMO: -5.6 eV
* total charge: +1

=====

Below is C5H8N as an isolated structure in a non-equilibrium geometry, with properties calculated with ωB97M-V/def2-TZVPD.

Cartesian coordinates (Å):
1 C 0.53 -0.73 1.96
2 C 1.55 -0.02 1.44
3 C 1.10 -0.45 0.00
4 C 1.11 0.54 -1.19
5 C -1.46 -0.12 0.51
6 N -0.12 -0.63 0.80
7 H -0.03 -0.97 2.86
8 H 1.59 -1.45 -0.20
9 H 0.70 1.47 -0.85
10 H 0.56 0.18 -1.96
11 H 2.22 0.49 -1.38
12 H -2.22 -0.88 0.52
13 H -1.91 0.57 1.25
14 H -1.59 0.29 -0.43

Output
* orbital gap (spin up / spin down): 9.470 / 8.732 eV
* <S²>: 2.026
* LUMO (spin up / spin down): -4.5 / -7.7 eV
* total charge: +1
* 2S+1: 3

=====

Below is an isolated ion of composition C5H8N and charge +1 in a non-equilibrium geometry, with properties calculated with ωB97M-V/def2-TZVPD.

Cartesian coordinates (Å):
1 C 1.39 -0.87 -0.30
2 C -0.02 1.52 -0.30
3 C 0.87 -0.15 0.96
4 C 0.99 0.52 -0.30
5 C -1.59 -0.46 0.00
6 N -0.49 0.38 0.43
7 H 2.44 -1.23 -0.49
8 H 0.92 -1.59 -0.92
9 H 0.37 2.37 0.11
10 H -0.57 1.65 -1.21
11 H 1.03 -0.02 2.00
12 H -1.88 -0.27 -0.96
13 H -1.21 -1.47 0.17
14 H -2.25 -0.39 0.79

Output
* orbital gap (spin up / spin down): 8.577 / 7.646 eV
* <S²>: 2.006
* LUMO (spin up / spin down): -2.8 / -8.2 eV
* total charge: +1
* 2S+1: 3

=====

Energy above the lowest of the compared OMol25 structures with the same formula, charge and spin values, unit kcal/mol, following the record order: 69.44 125.95 89.29 128.35 83.75 151.02.
Energy values, unit a.u., following the record order: -249.71449 -249.62442 -249.68286 -249.62060 -249.56260 -249.45541.